{"formula": "C12H12N3S", "method": "ωB97M-V/def2-TZVPD", "elements": ["C", "C", "C", "C", "C", "C", "C", "C", "C", "C", "C", "C", "N", "N", "N", "S", "H", "H", "H", "H", "H", "H", "H", "H", "H", "H", "H", "H"], "coordinates": [[2.14, -3.35, -1.73], [2.81, -3.41, -0.54], [1.45, -2.25, -2.08], [2.68, -2.50, 0.45], [1.43, -1.16, -1.20], [2.09, -1.25, 0.11], [0.70, 3.25, -0.52], [1.35, 1.92, -0.44], [-0.41, 3.62, 0.20], [1.11, 1.28, 0.87], [-0.85, 2.74, 1.26], [-0.02, 1.64, 1.54], [0.76, 1.10, -1.61], [0.89, -0.07, -1.78], [-1.89, 3.03, 2.06], [2.07, -0.12, 1.41], [2.11, -4.26, -2.34], [3.30, -4.35, -0.22], [0.95, -2.11, -3.10], [3.12, -2.60, 1.40], [1.16, 3.94, -1.32], [2.36, 1.89, -0.72], [-0.94, 4.63, 0.05], [-5.44, -1.14, 0.98], [-0.23, 1.21, 2.41], [-5.29, -0.69, 0.39], [-2.51, 3.74, 1.91], [-2.05, 2.45, 2.84]], "lowdin_charge": [-0.086, -0.073, -0.009, -0.100, -0.227, -0.418, 0.019, -0.286, 0.012, -0.387, -0.219, -0.038, 0.131, 0.048, 0.243, 1.103, 0.130, 0.141, 0.159, 0.097, 0.163, 0.138, 0.156, 0.002, 0.074, -0.002, 0.103, 0.126], "charge": 1, "largest_force_ev_per_a": 4.25, "gap_ev": [6.59, 6.60], "e_lumo_ev": [-5.235, -5.235]}

=====

{"formula": "C12H12N6O4", "method": "ωB97M-V/def2-TZVPD", "elements": ["C", "O", "C", "N", "C", "N", "O", "N", "O", "C", "C", "N", "H", "H", "H", "H", "C", "C", "O", "N", "C", "C", "C", "N", "C", "C", "H", "H", "H", "H", "H", "H", "H", "H"], "coordinates": [[2.89, -2.70, 0.13], [2.04, -2.61, 1.23], [1.65, -1.30, 1.48], [0.82, -1.13, 2.49], [0.41, 0.14, 2.68], [-0.44, 0.63, 3.61], [-0.55, 1.94, 3.49], [0.24, 2.26, 2.44], [0.40, 3.43, 1.98], [0.88, 1.16, 1.89], [1.78, 0.88, 0.89], [2.17, -0.34, 0.67], [3.18, -3.75, -0.01], [2.37, -2.33, -0.76], [3.77, -2.09, 0.32], [2.21, 1.67, 0.29], [8.63, 5.45, 4.10], [7.97, 4.45, 3.21], [8.38, 3.31, 3.20], [6.93, 4.88, 2.40], [6.20, 4.08, 1.50], [5.42, 4.65, 0.51], [4.70, 3.83, -0.33], [4.67, 2.51, -0.27], [5.44, 1.98, 0.67], [6.22, 2.70, 1.55], [7.95, 6.26, 4.37], [8.96, 4.96, 5.02], [9.50, 5.87, 3.61], [6.65, 5.86, 2.47], [5.42, 5.71, 0.38], [4.13, 4.28, -1.13], [5.46, 0.90, 0.71], [6.86, 2.21, 2.26]], "lowdin_charge": [-0.105, -0.042, -0.340, 0.224, -0.288, 0.109, 0.096, -0.164, 0.028, -0.093, -0.005, 0.162, 0.097, 0.091, 0.085, 0.116, 0.000, -0.503, 0.063, 0.132, -0.216, -0.017, -0.157, 0.051, -0.147, -0.001, 0.077, 0.091, 0.092, 0.148, 0.107, 0.106, 0.104, 0.099], "charge": 0, "de_lowest_kj_mol": 0.00, "largest_force_ev_per_a": 5.68, "gap_ev": 7.57, "smiles": "COc1ncc2c(no[n+]2[O-])n1.CC(=O)Nc1ccncc1", "e_lumo_ev": -1.531}

=====

{"formula": "C12H12N8O6", "method": "ωB97M-V/def2-TZVPD", "elements": ["O", "N", "C", "C", "N", "O", "C", "N", "O", "O", "C", "C", "N", "O", "O", "N", "C", "H", "C", "C", "N", "C", "N", "C", "C", "C", "N", "H", "H", "H", "H", "H", "H", "H", "H", "H", "H", "H"], "coordinates": [[-0.21, 5.68, -2.31], [0.44, 4.65, -2.31], [0.19, 3.29, -2.26], [1.42, 2.63, -2.12], [2.46, 3.52, -2.20], [1.85, 4.74, -2.26], [1.44, 1.21, -1.77], [2.63, 0.41, -1.98], [3.53, 0.85, -2.73], [2.68, -0.74, -1.47], [0.24, 0.54, -1.44], [-0.96, 1.25, -1.62], [-2.27, 0.78, -1.73], [-2.78, -0.33, -1.61], [-3.07, 1.89, -2.13], [-2.32, 3.01, -2.32], [-1.03, 2.61, -2.04], [0.20, -0.55, -1.36], [0.17, -0.12, 3.09], [-0.11, 0.54, 1.74], [-0.02, -0.33, 0.59], [-0.12, -1.61, 0.80], [-0.34, -2.20, 2.01], [-0.52, -1.46, 3.23], [-0.55, -3.62, 1.91], [-0.21, -3.91, 0.45], [-0.05, -2.61, -0.12], [1.26, -0.26, 3.19], [-0.17, 0.55, 3.89], [-1.11, 1.00, 1.78], [0.62, 1.35, 1.57], [-0.09, -2.03, 4.06], [-1.60, -1.31, 3.44], [0.09, -4.15, 2.63], [-1.60, -3.86, 2.11], [0.70, -4.51, 0.38], [-1.05, -4.45, 0.00], [0.25, -2.45, -1.08]], "lowdin_charge": [0.091, -0.154, -0.051, -0.138, 0.147, 0.033, -0.056, -0.317, 0.067, 0.027, 0.051, -0.085, -0.147, 0.074, 0.036, 0.151, -0.122, 0.101, -0.159, -0.214, 0.041, -0.342, -0.062, -0.154, -0.119, -0.145, 0.084, 0.122, 0.116, 0.119, 0.116, 0.126, 0.131, 0.127, 0.126, 0.121, 0.118, 0.140], "charge": 0, "largest_force_ev_per_a": 3.55, "gap_ev": 7.42, "e_lumo_ev": -1.402}

=====

{"formula": "C12H12NOP", "method": "ωB97M-V/def2-TZVPD", "elements": ["C", "C", "C", "C", "C", "C", "C", "C", "C", "C", "C", "C", "N", "O", "P", "H", "H", "H", "H", "H", "H", "H", "H", "H", "H", "H", "H"], "coordinates": [[-4.00, -0.58, 0.04], [-3.55, 0.58, 0.65], [-3.10, -1.35, -0.72], [-2.31, 1.14, 0.34], [-1.84, -0.78, -1.04], [-1.44, 0.45, -0.49], [3.46, -1.01, -0.66], [3.65, 0.23, 0.14], [2.34, -1.66, -0.47], [2.54, 0.86, 0.60], [1.32, -1.24, 0.53], [1.19, 0.27, 0.56], [0.77, 3.52, 0.26], [0.60, 4.45, -0.42], [0.26, 0.95, -1.00], [-4.83, -0.98, 0.51], [-4.21, 1.08, 1.20], [-3.45, -2.39, -1.09], [-2.08, 2.16, 0.68], [-1.27, -1.19, -1.83], [4.14, -1.44, -1.38], [4.63, 0.69, -0.08], [2.06, -2.67, -0.87], [2.76, 1.69, 1.13], [0.13, -1.65, 0.49], [1.63, -1.67, 1.50], [0.59, 0.53, 1.42]], "lowdin_charge": [-0.086, -0.085, -0.067, -0.098, -0.150, -0.506, -0.119, -0.069, -0.156, -0.170, -0.240, -0.531, 0.048, -0.038, 1.062, 0.077, 0.059, 0.131, 0.101, 0.076, 0.102, 0.109, 0.119, 0.051, 0.158, 0.122, 0.100], "charge": 0, "de_lowest_kj_mol": 492.22, "largest_force_ev_per_a": 4.30, "gap_ev": [6.11, 6.08], "e_lumo_ev": [-1.108, -1.132]}

=====

{"formula": "C12H13AuN", "method": "ωB97M-V/def2-TZVPD", "elements": ["Au", "C", "C", "C", "C", "C", "C", "H", "H", "H", "H", "H", "H", "C", "C", "C", "C", "N", "C", "C", "H", "H", "H", "H", "H", "H", "H"], "coordinates": [[-0.62, 0.04, -1.16], [-1.00, -3.54, -2.57], [-1.97, -2.63, -2.11], [-1.94, -1.23, -2.50], [-0.87, -0.75, -3.25], [0.13, -1.71, -3.69], [0.06, -3.07, -3.31], [-1.08, -4.59, -2.33], [-2.76, -2.97, -1.44], [-2.87, -0.66, -2.44], [-0.95, 0.19, -3.78], [0.88, -1.39, -4.41], [0.85, -3.75, -3.63], [1.54, 2.54, 4.37], [1.10, 2.01, 3.09], [1.94, 1.36, 2.18], [1.43, 0.93, 0.99], [0.07, 1.04, 0.61], [-0.74, 1.67, 1.41], [-0.29, 2.18, 2.68], [2.58, 2.34, 4.61], [0.88, 2.15, 5.17], [1.33, 3.62, 4.44], [2.99, 1.23, 2.39], [2.08, 0.50, 0.24], [-1.77, 1.80, 1.11], [-0.99, 2.68, 3.33]], "mulliken_spin": [0.061, 0.056, 0.278, 0.114, 0.052, 0.295, 0.098, 0.005, 0.012, 0.006, 0.003, 0.014, 0.005, 0.045, 0.180, -0.053, 0.127, 0.081, 0.259, 0.300, -0.002, 0.031, 0.032, 0.002, -0.003, 0.007, -0.004], "charge": 3, "largest_force_ev_per_a": 0.44, "gap_ev": [9.96, 6.52], "s_squared": 2.035, "multiplicity": 3, "e_lumo_ev": [-11.390, -15.062]}

=====

{"formula": "C12H13Cl3FeNO4", "method": "ωB97M-V/def2-TZVPD", "elements": ["Fe", "N", "C", "C", "C", "O", "O", "H", "H", "H", "H", "H", "H", "Cl", "C", "Cl", "C", "O", "O", "H", "Cl", "C", "C", "C", "C", "C", "C", "C", "H", "H", "H", "H", "H", "H"], "coordinates": [[-0.16, -0.19, 0.28], [-0.14, 0.06, 2.54], [-0.21, 1.42, 3.12], [0.57, 2.41, 2.28], [-0.14, 2.61, 0.96], [-0.90, 3.53, 0.76], [0.07, 1.64, 0.08], [-0.77, -0.56, 3.04], [0.79, -0.33, 2.65], [0.16, 1.41, 4.15], [-1.26, 1.72, 3.15], [1.58, 2.03, 2.11], [0.63, 3.37, 2.80], [4.08, -0.23, 0.91], [3.42, -1.61, -0.02], [4.14, -1.69, -1.62], [1.91, -1.45, -0.04], [1.30, -1.64, 1.05], [1.32, -1.05, -1.07], [3.69, -2.50, 0.53], [-0.37, -4.99, -2.57], [-1.02, -3.60, -1.77], [-1.21, -2.43, -2.48], [-1.71, -1.32, -1.83], [-2.03, -1.35, -0.45], [-2.48, -0.18, 0.22], [-1.83, -2.58, 0.24], [-1.33, -3.68, -0.41], [-0.95, -2.39, -3.53], [-1.85, -0.39, -2.38], [-2.79, -0.20, 1.25], [-2.66, 0.73, -0.34], [-2.07, -2.64, 1.29], [-1.18, -4.62, 0.12]], "mulliken_spin": [3.882, 0.068, -0.010, 0.014, -0.011, 0.025, 0.131, -0.004, 0.000, 0.004, -0.001, -0.002, 0.001, 0.000, -0.002, 0.001, -0.024, 0.056, 0.045, 0.000, 0.023, 0.180, -0.075, 0.194, -0.043, 0.458, 0.181, -0.069, -0.002, -0.004, -0.011, 0.000, -0.002, -0.002], "charge": 0, "de_lowest_kj_mol": 36.30, "largest_force_ev_per_a": 0.62, "gap_ev": [8.01, 7.73], "s_squared": 8.796, "multiplicity": 6, "e_lumo_ev": [0.256, -1.344]}

=====

{"formula": "C12H13ClGaO2", "method": "ωB97M-V/def2-TZVPD", "elements": ["C", "C", "C", "H", "C", "C", "H", "H", "H", "H", "Ga", "Cl", "C", "C", "C", "H", "C", "C", "H", "H", "H", "H", "C", "O", "C", "O", "H", "H", "H"], "coordinates": [[0.71, -1.88, 0.84], [0.77, -1.54, -0.55], [-0.56, -1.71, -1.07], [1.63, -1.12, -1.11], [-1.41, -2.16, 0.01], [-0.63, -2.24, 1.20], [-1.00, -2.53, 2.19], [1.57, -1.90, 1.52], [-0.83, -1.67, -2.15], [-2.46, -2.43, -0.03], [0.03, 1.23, -2.19], [1.48, 1.46, -0.51], [0.18, 2.66, -3.92], [-1.05, 2.00, -4.26], [-0.75, 0.79, -4.93], [-2.03, 2.42, -4.11], [0.66, 0.67, -4.99], [1.24, 1.81, -4.39], [2.29, 2.05, -4.30], [0.26, 3.64, -3.50], [-1.49, 0.12, -5.36], [1.21, -0.14, -5.46], [-2.36, 1.10, 1.34], [-2.56, 1.69, -0.06], [-1.85, 1.72, -1.18], [-2.36, 2.26, -2.18], [-3.14, 1.50, 2.00], [-1.41, 1.39, 1.81], [-2.53, 0.03, 1.27]], "lowdin_charge": [-0.199, -0.282, -0.237, 0.037, -0.215, -0.196, 0.063, 0.059, 0.063, 0.060, 0.509, 0.144, -0.215, -0.205, -0.142, 0.088, -0.167, -0.191, 0.094, 0.107, 0.098, 0.092, 0.025, -0.081, -0.429, -0.096, 0.070, 0.085, 0.061], "charge": -1, "de_lowest_kj_mol": 222.79, "largest_force_ev_per_a": 3.31, "gap_ev": [5.22, 5.22], "e_lumo_ev": [1.937, 1.938]}

=====

{"formula": "C12H13ClGaO2", "method": "ωB97M-V/def2-TZVPD", "elements": ["C", "C", "C", "H", "C", "C", "H", "H", "H", "H", "Ga", "Cl", "C", "C", "C", "H", "C", "C", "H", "H", "H", "H", "C", "C", "O", "O", "H", "H", "H"], "coordinates": [[0.95, -2.08, 0.49], [1.02, -2.07, -0.94], [-0.25, -1.69, -1.44], [1.90, -2.28, -1.54], [-1.12, -1.44, -0.33], [-0.38, -1.70, 0.87], [-0.78, -1.61, 1.88], [1.75, -2.35, 1.17], [-0.53, -1.60, -2.49], [-2.16, -1.14, -0.39], [-0.29, 1.18, -2.23], [1.29, 1.29, -0.79], [0.05, 2.61, -3.57], [-1.20, 1.93, -3.89], [-0.88, 0.59, -4.36], [-2.19, 2.36, -3.87], [0.55, 0.46, -4.37], [1.13, 1.67, -3.86], [2.19, 1.86, -3.81], [0.15, 3.61, -3.18], [-1.58, -0.07, -4.86], [1.09, -0.32, -4.92], [-3.56, 2.55, -0.31], [-2.26, 1.79, -0.28], [-1.61, 1.73, 0.73], [-1.94, 1.18, -1.45], [-4.04, 2.42, 0.67], [-4.24, 2.24, -1.10], [-3.34, 3.62, -0.40]], "lowdin_charge": [-0.204, -0.234, -0.268, 0.056, -0.214, -0.179, 0.061, 0.054, 0.046, 0.068, 0.035, 0.338, -0.161, -0.142, -0.114, 0.119, -0.110, -0.172, 0.112, 0.120, 0.118, 0.121, -0.013, -0.623, 0.057, -0.102, 0.080, 0.073, 0.081], "charge": -1, "de_lowest_kj_mol": 0.00, "largest_force_ev_per_a": 5.34, "gap_ev": 5.40, "e_lumo_ev": 2.837}

=====

Please write out number 6 again, unchanged.
{"formula": "C12H13Cl3FeNO4", "method": "ωB97M-V/def2-TZVPD", "elements": ["Fe", "N", "C", "C", "C", "O", "O", "H", "H", "H", "H", "H", "H", "Cl", "C", "Cl", "C", "O", "O", "H", "Cl", "C", "C", "C", "C", "C", "C", "C", "H", "H", "H", "H", "H", "H"], "coordinates": [[-0.16, -0.19, 0.28], [-0.14, 0.06, 2.54], [-0.21, 1.42, 3.12], [0.57, 2.41, 2.28], [-0.14, 2.61, 0.96], [-0.90, 3.53, 0.76], [0.07, 1.64, 0.08], [-0.77, -0.56, 3.04], [0.79, -0.33, 2.65], [0.16, 1.41, 4.15], [-1.26, 1.72, 3.15], [1.58, 2.03, 2.11], [0.63, 3.37, 2.80], [4.08, -0.23, 0.91], [3.42, -1.61, -0.02], [4.14, -1.69, -1.62], [1.91, -1.45, -0.04], [1.30, -1.64, 1.05], [1.32, -1.05, -1.07], [3.69, -2.50, 0.53], [-0.37, -4.99, -2.57], [-1.02, -3.60, -1.77], [-1.21, -2.43, -2.48], [-1.71, -1.32, -1.83], [-2.03, -1.35, -0.45], [-2.48, -0.18, 0.22], [-1.83, -2.58, 0.24], [-1.33, -3.68, -0.41], [-0.95, -2.39, -3.53], [-1.85, -0.39, -2.38], [-2.79, -0.20, 1.25], [-2.66, 0.73, -0.34], [-2.07, -2.64, 1.29], [-1.18, -4.62, 0.12]], "mulliken_spin": [3.882, 0.068, -0.010, 0.014, -0.011, 0.025, 0.131, -0.004, 0.000, 0.004, -0.001, -0.002, 0.001, 0.000, -0.002, 0.001, -0.024, 0.056, 0.045, 0.000, 0.023, 0.180, -0.075, 0.194, -0.043, 0.458, 0.181, -0.069, -0.002, -0.004, -0.011, 0.000, -0.002, -0.002], "charge": 0, "de_lowest_kj_mol": 36.30, "largest_force_ev_per_a": 0.62, "gap_ev": [8.01, 7.73], "s_squared": 8.796, "multiplicity": 6, "e_lumo_ev": [0.256, -1.344]}